{
  "formula": "C6H4FN",
  "method": "ωB97M-V with the def2-TZVPD basis set",
  "charge": 0,
  "orbital_gap_ev": 9.34,
  "de_lowest_kcal_mol": 97.19,
  "mol_weight_g_mol": 109.10,
  "total_energy_ev": -10488.8612,
  "lumo_ev": -0.5338,
  "elements": ["C", "C", "C", "C", "C", "C", "H", "H", "H", "H", "N", "F"],
  "xyz": [[-0.346, 0.355, 1.425], [-0.280, 1.527, 0.445], [0.284, 1.249, -0.729], [0.462, -0.123, -1.145], [0.427, -1.308, -1.416], [0.875, -2.600, -1.575], [-0.200, -0.613, 0.756], [0.321, 0.168, 2.579], [-1.433, 0.397, 2.033], [-0.193, 2.034, -1.422], [1.024, -3.810, -1.660], [-0.942, 2.724, 0.708]],
  "atomic_forces_ev_per_a": [[-1.7, -1.3, 4.2], [0.1, -1.2, 2.6], [-2.8, 1.6, -2.1], [-0.1, 0.7, -0.1], [1.2, 1.1, 0.1], [-0.1, -7.2, -0.6], [-0.6, 2.1, 2.1], [-1.3, 1.2, -4.0], [2.5, -0.3, -2.2], [1.7, -1.2, 0.0], [-0.5, 6.9, 0.4], [1.5, -2.3, -0.5]],
  "nbo_charge": [-0.749, 0.509, -0.424, 0.143, -0.174, 0.219, 0.267, 0.264, 0.253, 0.263, -0.255, -0.316]
}